# C12H10F4N2O7PS3

A 2-piece molecular cluster, C12H10F4N2O7PS3 overall at a distorted geometry (ωB97M-V/def2-TZVPD, the OMol25 dataset).

Computed properties:
E_HOMO in eV: -5.59
Orbital gap in eV: 6.7
Molecular weight in g/mol: 497.39
Net charge: -1

Each line ends with the natural charge from an NBO analysis.
Geometry (Å):
C1 4.9460 2.2719 2.0736  -0.64
C2 3.6155 2.2713 1.3394  0.22
F1 2.6278 2.0929 2.2900  -0.36
C3 3.5307 1.1829 0.2570  -0.46
C4 2.0520 1.0089 -0.1335  -0.06
C5 1.3310 2.1467 -0.4080  -0.12
C6 0.0152 2.0201 -0.7154  -0.19
C7 -0.5589 0.7432 -0.7468  -0.07
C8 0.1349 -0.4007 -0.5179  -0.22
S1 -0.6643 -1.9905 -0.6116  0.09
C9 1.4853 -0.2301 -0.1989  0.33
O1 2.2818 -1.3282 0.0533  -0.45
N1 1.8337 -1.9281 1.3112  0.44
O2 2.6586 -1.8177 2.1116  -0.21
C10 -2.0198 0.9746 -1.0948  0.68
O3 -2.8573 0.2824 -1.5866  -0.42
N2 -2.2776 2.4046 -0.7651  -0.82
P1 -2.5209 2.5116 0.9593  1.00
S2 -3.1649 0.8536 1.7365  -0.54
C11 -1.0284 3.0649 -1.0658  0.68
O4 -0.8369 4.1567 -1.5289  -0.50
H1 4.8509 2.9724 2.9102  0.22
H2 5.7712 2.6426 1.4637  0.21
H3 5.1720 1.2999 2.5147  0.22
H4 3.5144 3.2386 0.8403  0.15
H5 4.0881 1.4952 -0.6266  0.23
H6 3.8582 0.2240 0.6570  0.24
H7 1.7610 3.1389 -0.3780  0.22
H8 -1.3827 -1.9988 0.5309  0.17
H9 -3.4827 3.5053 1.2251  -0.01
H10 -1.3105 2.9003 1.5750  -0.03
C12 -4.7640 -4.5494 -2.1605  0.67
F2 -5.9168 -5.2365 -2.2540  -0.34
F3 -4.3374 -4.3388 -3.4184  -0.34
F4 -5.0723 -3.3457 -1.6505  -0.33
S3 -3.5087 -5.4366 -1.1394  2.35
O5 -3.3158 -6.6871 -1.8396  -1.00
O6 -4.1450 -5.5664 0.1535  -1.00
O7 -2.3633 -4.5486 -1.1621  -1.01

=====

# C12H10I2O

One molecule with the formula C12H10I2O at a distorted geometry (ωB97M-V/def2-TZVPD, the OMol25 dataset).

Computed properties:
E_HOMO in eV: -9.02
Orbital gap in eV: 8.4
Energy relative to the best compared isomer or geometry (same formula, charge and spin) in kcal per mole: 0.0
Structure (SMILES): O[C@H]1C=C[C@@](I)(c2ccccc2)C=C1I
Molecular weight in g/mol: 424.02

Each line ends with the natural charge from an NBO analysis.
Geometry (Å):
C1 3.3233 -0.6290 -1.9038  -0.20
C2 2.3676 -0.0842 -2.8024  -0.21
C3 2.9759 -0.7521 -0.5232  -0.19
C4 1.1544 0.2949 -2.2814  -0.20
C5 1.6836 -0.4716 -0.0252  -0.20
C6 0.7780 0.1106 -0.8780  -0.11
C7 -1.2749 1.0611 1.9857  -0.21
C8 -0.4527 1.1633 0.9016  -0.20
C9 -1.3196 -0.9107 0.0227  -0.31
C10 -2.2361 -0.8494 0.9639  -0.02
C11 -2.5356 0.3260 1.8386  -0.05
C12 -0.5211 0.3742 -0.3622  -0.07
O1 -3.1967 0.0183 3.0256  -0.69
I1 -3.4815 -2.6030 1.3891  0.13
I2 -1.6821 1.8585 -1.6736  0.05
H1 4.2788 -0.8326 -2.2147  0.21
H2 2.4522 0.2061 -3.9020  0.23
H3 3.6479 -1.0127 0.2693  0.21
H4 0.5451 1.0049 -2.8827  0.23
H5 1.4540 -0.6823 1.0121  0.23
H6 -1.1430 1.6185 2.8884  0.22
H7 0.3381 1.8671 0.8431  0.22
H8 -1.3021 -1.7912 -0.6735  0.25
H9 -3.3683 0.8787 1.2987  0.22
H10 -2.4850 -0.1633 3.6839  0.47

=====

# C12H10IrN3OS4

C12H10IrN3OS4 as an isolated structure (ωB97M-V/def2-TZVPD, the OMol25 dataset).

Computed properties:
E_HOMO (spin up / spin down) in eV: -11.58 / -11.60
Orbital gap (spin up / spin down) in eV: 6.9 / 6.0
<S²>: 0.756
Molecular weight in g/mol: 532.72
2S+1: 2
Net charge: +1

Each line ends with the Mulliken spin population.
Geometry (Å):
Ir1 0.0320 -0.0134 -0.6554  0.04
O1 -0.7742 -1.3439 3.0387  0.00
C1 -0.5389 -1.2109 1.8657  0.00
N1 -0.4583 -0.0080 1.1972  -0.01
C2 -0.5601 1.2464 1.9168  0.00
C3 -0.3472 2.3655 0.9358  0.00
C4 -0.4230 3.6956 1.3125  0.00
C5 -0.1957 4.6826 0.3725  0.00
C6 0.1083 4.3201 -0.9326  0.00
C7 0.1687 2.9833 -1.2509  0.00
N2 -0.0622 2.0235 -0.3402  0.01
C8 -0.2967 -2.3742 0.9301  0.00
C9 -0.3721 -3.6729 1.3739  0.00
C10 -0.1499 -4.7000 0.4646  0.00
C11 0.1331 -4.3822 -0.8516  0.00
C12 0.1935 -3.0506 -1.2283  0.00
N3 -0.0127 -2.0661 -0.3539  0.01
H1 0.1842 1.2993 2.7172  0.00
H2 -1.5401 1.3418 2.3917  0.00
H3 -0.6555 3.9430 2.3392  0.00
H4 -0.2510 5.7257 0.6530  0.00
H5 0.2979 5.0615 -1.6947  0.00
H6 0.4056 2.6422 -2.2482  0.00
H7 -0.6022 -3.8499 2.4152  0.00
H8 -0.2010 -5.7327 0.7813  0.00
H9 0.3077 -5.1500 -1.5913  0.00
H10 0.4104 -2.7537 -2.2442  0.00
S1 -0.5328 0.0170 -2.9025  0.46
S2 1.0169 -0.2258 -4.1717  0.35
S3 2.4970 -0.9499 -2.9709  0.10
S4 2.2182 0.1366 -1.2690  0.04

=====

# C12H10N2S3

One molecule with the formula C12H10N2S3 at a distorted geometry (ωB97M-V/def2-TZVPD, the OMol25 dataset).

Computed properties:
E_HOMO in eV: -8.29
Orbital gap in eV: 7.9
Energy relative to the best compared isomer or geometry (same formula, charge and spin) in kcal per mole: 1.5
Structure (SMILES): CSc1c(C#N)sc(=S)n1-c1ccc(C)cc1
Molecular weight in g/mol: 278.43

Each line ends with the natural charge from an NBO analysis.
Geometry (Å):
N1 -4.3716 1.3359 3.4841  -0.27
S1 -2.6422 -2.0412 -1.9580  -0.15
C1 -3.8800 0.7019 2.6416  0.26
S2 -4.0557 -0.9785 0.4236  0.50
S3 -0.7392 0.6680 2.5742  0.27
C2 -2.5742 -1.3141 -0.4242  -0.10
C3 -3.1905 -0.0700 1.6357  -0.37
C4 -1.8236 -0.1120 1.4195  0.05
C5 0.8836 -1.3122 0.2984  -0.20
C6 0.0823 0.0354 -1.5178  -0.20
C7 2.1809 -1.2692 -0.2479  -0.21
C8 1.3940 0.1831 -2.0042  -0.21
C9 -0.1932 -0.7204 -0.3564  0.18
C10 2.4405 -0.5466 -1.3950  -0.01
N2 -1.4574 -0.8343 0.2385  -0.46
C11 -0.7485 2.3813 1.8562  -0.72
C12 3.8226 -0.4785 -1.9471  -0.63
H1 0.6829 -1.9630 1.1506  0.22
H2 -0.7306 0.5227 -2.0252  0.23
H3 2.9525 -1.8553 0.2777  0.22
H4 1.5804 0.8122 -2.9025  0.22
H5 -0.0499 3.0405 2.3737  0.24
H6 -1.7367 2.8437 1.9222  0.23
H7 -0.4268 2.3607 0.7921  0.23
H8 4.5718 -0.9275 -1.2953  0.22
H9 4.1421 0.5539 -2.1285  0.22
H10 3.8863 -1.0163 -2.8861  0.23

=====

# C12H10NPtS4Sb

C12H10NPtS4Sb as an isolated structure (ωB97M-V/def2-TZVPD, the OMol25 dataset).

Computed properties:
E_HOMO (spin up / spin down) in eV: -1.10 / -1.28
Orbital gap (spin up / spin down) in eV: 5.6 / 5.8
<S²>: 2.009
Molecular weight in g/mol: 613.33
2S+1: 3
Net charge: -2

Each line ends with the Mulliken spin population.
Geometry (Å):
Pt1 0.3713 2.0705 -0.0811  1.10
S1 -1.2223 6.1286 1.6237  -0.01
Sb1 0.7651 5.1384 1.0331  0.01
S2 1.0847 2.9799 2.1015  0.30
S3 0.7021 4.1385 -1.1954  0.27
S4 2.6118 6.4836 1.3104  0.01
N1 1.7493 0.0351 0.6476  0.09
C1 1.5648 -1.0263 -0.2187  0.00
C2 2.6707 -1.6068 -0.8399  0.00
C3 2.5274 -2.6951 -1.6800  -0.01
C4 1.2681 -3.2302 -1.8925  0.01
C5 0.1590 -2.6280 -1.3177  0.00
C6 0.2661 -1.5105 -0.4951  0.04
C7 -0.9509 -0.8413 0.0145  -0.12
C8 -2.0163 -1.6443 0.4285  0.00
C9 -3.2160 -1.0932 0.8362  0.02
C10 -3.3820 0.2829 0.7913  -0.02
C11 -2.3332 1.0856 0.3839  0.03
C12 -1.0818 0.5734 0.0038  0.26
H1 2.7044 0.2542 0.8902  -0.01
H2 1.1023 0.1117 1.4263  -0.02
H3 3.6531 -1.1897 -0.6488  0.00
H4 3.3973 -3.1247 -2.1624  0.00
H5 1.1450 -4.0933 -2.5327  0.00
H6 -0.8213 -3.0306 -1.5362  0.00
H7 -1.8883 -2.7234 0.4679  0.00
H8 -4.0219 -1.7297 1.1861  0.00
H9 -4.3242 0.7234 1.0941  0.00
H10 -2.4836 2.1623 0.3614  0.02

=====

# C12H11AlF6IN4O4Sb

C12H11AlF6IN4O4Sb as an isolated structure (ωB97M-V/def2-TZVPD, the OMol25 dataset).

Computed properties:
E_HOMO (spin up / spin down) in eV: -19.50 / -20.00
Orbital gap (spin up / spin down) in eV: 8.9 / 7.0
Energy relative to the best compared isomer or geometry (same formula, charge and spin) in kcal per mole: 0.0
<S²>: 0.757
Molecular weight in g/mol: 664.88
2S+1: 2
Net charge: +3

Each line ends with the Mulliken spin population.
Geometry (Å):
Al1 0.0192 -0.2760 0.1964  -0.01
O1 2.3842 0.4409 3.3700  0.00
C1 1.5725 0.4519 2.3780  0.00
O2 1.4686 -0.4378 1.5177  0.00
C2 0.6623 1.6323 2.2611  0.00
C3 0.5273 2.7364 3.0856  0.00
C4 -0.4558 3.6642 2.7455  0.00
C5 -1.2659 3.4656 1.6261  0.00
C6 -1.0476 2.3290 0.8657  0.00
N1 -0.0980 1.4627 1.1913  0.00
C7 -1.7358 1.8119 -0.3669  0.00
O3 -2.6997 2.4132 -0.9657  0.00
O4 -1.3214 0.7331 -0.8211  0.00
H1 2.9285 -0.3696 3.4294  0.00
H2 1.1530 2.8685 3.9586  0.00
H3 -0.5998 4.5438 3.3602  0.00
H4 -2.0332 4.1900 1.3831  0.00
H5 -2.9997 3.2498 -0.5720  0.00
C8 -3.1946 -2.7833 2.0088  0.00
C9 -2.1972 -1.8109 1.6311  0.00
N2 -1.3919 -1.0490 1.3296  0.00
H6 -4.1123 -2.2790 2.3128  0.00
H7 -2.8166 -3.3891 2.8335  0.00
H8 -3.3902 -3.4194 1.1434  0.00
F1 0.2751 -1.8957 -0.4131  0.00
Sb1 -0.3857 -3.1400 -2.0875  0.00
F2 1.3643 -2.7300 -2.6768  0.01
F3 0.2973 -4.5015 -1.0458  0.00
F4 -0.9614 -4.0434 -3.5777  0.00
F5 -1.9652 -3.1126 -1.0809  0.00
F6 -0.8305 -1.4048 -2.6978  0.00
I1 4.5049 -1.0951 -3.7110  0.70
C10 2.9337 -0.2370 -2.8478  0.11
C11 1.8623 0.4074 -3.4954  0.06
N3 0.9749 0.6783 -2.5655  0.03
N4 1.3605 0.2433 -1.3258  0.04
C12 2.5506 -0.2986 -1.4815  0.06
H9 1.7076 0.6485 -4.5369  0.00
H10 0.0200 0.9822 -2.7137  0.00
H11 3.0776 -0.7527 -0.6576  0.00